No. 1
The following is a DFT calculation (wB97M-V/def2-TZVPD) of 5 unconnected molecules or ions with the total composition C32H78F3N3O6PS in a non-equilibrium geometry.

## Properties
**Energy above the lowest of the compared OMol25 structures with the same formula, charge and spin**: 0.0 kcal/mol
**Net charge**: +3
**Max |F|**: 1.85 eV/Å
**Orbital gap**: 0.39020 Eh
**Calculated total energy**: -79458.6863 eV
**E_HOMO**: -16.03 eV

XYZ file:
```
124
Properties=species:S:1:pos:R:3:forces:R:3:mulliken_charge:R:1
C -7.508 -0.014 0.965 0.5 -0.5 0.7 -1.00
N -6.240 -0.135 0.183 -0.8 0.6 -1.3 0.14
C -6.502 0.453 -1.202 0.7 0.3 1.0 -0.89
C -5.103 0.632 0.818 -0.5 -0.2 0.0 -0.71
C -5.894 -1.568 -0.087 0.6 -0.5 1.0 -0.21
C -5.707 -2.487 1.116 -0.4 -0.7 -0.1 -0.76
O -4.588 -2.238 1.922 0.0 0.5 -0.5 -0.51
H -7.866 1.010 1.015 0.2 0.1 -0.2 0.37
H -7.256 -0.350 1.970 -0.4 0.0 0.0 0.48
H -8.262 -0.652 0.510 0.0 0.0 0.1 0.35
H -6.736 1.507 -1.078 0.0 0.0 0.0 0.39
H -7.329 -0.069 -1.670 0.1 -0.1 -0.1 0.43
H -5.543 0.341 -1.701 -0.3 0.0 -0.5 0.33
H -4.475 0.997 0.013 0.2 0.0 0.1 0.27
H -4.561 -0.029 1.487 -0.1 0.1 0.0 0.41
H -5.554 1.454 1.368 0.2 0.1 0.0 0.28
H -4.923 -1.575 -0.583 -0.1 0.3 -0.5 -0.01
H -6.674 -2.000 -0.710 0.0 0.2 -0.2 0.50
H -5.651 -3.479 0.645 0.2 0.0 0.0 0.33
H -6.600 -2.584 1.736 0.1 0.4 0.2 0.47
H -3.814 -2.103 1.329 -0.2 -0.3 0.5 0.45
C -1.218 -8.840 -3.255 -1.0 1.1 1.0 -0.86
N -1.054 -7.346 -3.414 1.1 0.4 -0.5 -0.01
C 0.355 -7.097 -3.904 -0.2 0.0 0.1 -0.86
C -1.966 -6.783 -4.449 -0.3 1.0 -0.1 -0.94
C -1.184 -6.622 -2.043 -0.8 -1.5 -0.6 -0.73
C -1.535 -5.161 -2.103 0.7 1.3 -0.2 -0.16
O -0.410 -4.406 -2.553 -0.1 -0.1 0.0 -0.31
H -1.121 -9.267 -4.244 0.2 -0.4 0.2 0.37
H -2.205 -8.983 -2.812 -0.2 -0.2 -0.5 0.43
H -0.560 -9.190 -2.462 0.6 -0.1 -0.5 0.37
H 0.445 -6.028 -4.073 0.2 0.0 0.0 0.32
H 0.500 -7.676 -4.813 0.1 0.1 -0.1 0.39
H 1.060 -7.409 -3.138 0.0 -0.1 -0.1 0.41
H -2.129 -7.383 -5.341 0.0 -0.7 0.5 0.36
H -1.521 -5.869 -4.849 0.1 0.0 0.3 0.36
H -2.883 -6.470 -3.959 -0.3 -0.5 -0.3 0.39
H -0.239 -6.933 -1.609 0.0 0.8 0.6 0.36
H -1.978 -7.179 -1.542 -0.1 0.2 0.1 0.36
H -1.854 -4.744 -1.143 0.1 -0.7 0.3 0.37
H -2.386 -4.935 -2.757 0.0 -0.4 0.0 0.27
H -0.406 -3.565 -2.061 0.1 0.1 -0.1 0.34
C 0.768 -2.141 -5.339 0.8 0.3 -0.6 -1.19
N 0.220 -1.214 -6.392 -1.7 -0.8 0.0 0.25
C 1.213 -0.869 -7.426 0.9 -0.1 -0.5 -0.88
C -0.910 -1.964 -7.050 -0.4 -0.3 0.3 -0.88
C -0.388 0.044 -5.760 1.0 0.0 0.4 -0.83
C -0.803 -0.119 -4.311 0.1 0.6 0.2 -0.35
O -1.820 -1.070 -4.175 0.0 -0.2 0.3 -0.37
H 1.232 -2.972 -5.869 -0.1 -0.1 0.0 0.39
H -0.044 -2.475 -4.702 0.1 0.1 0.1 0.55
H 1.553 -1.619 -4.797 -0.1 0.0 0.2 0.40
H 1.720 -1.772 -7.768 -0.1 -0.1 0.2 0.36
H 1.963 -0.183 -7.038 -0.1 0.0 0.1 0.41
H 0.772 -0.446 -8.326 -0.4 0.2 0.3 0.38
H -1.508 -2.420 -6.264 -0.1 0.3 0.0 0.29
H -0.570 -2.780 -7.685 0.4 0.3 -0.1 0.38
H -1.513 -1.248 -7.600 0.0 -0.2 -0.2 0.38
H -1.208 0.407 -6.373 0.0 -0.2 -0.2 0.31
H 0.447 0.740 -5.808 -0.2 0.4 0.2 0.35
H -1.114 0.876 -3.970 -0.2 0.1 -0.2 0.58
H 0.065 -0.313 -3.669 0.0 -0.4 -0.1 0.34
H -2.083 -1.092 -3.220 -0.1 0.1 -0.6 0.41
C 3.876 -0.951 3.895 -0.5 0.0 -0.2 -1.20
C 3.542 -0.211 2.595 1.0 -0.4 -0.8 -0.45
C 3.869 1.278 2.634 0.1 0.7 1.6 -0.62
C 2.698 2.044 3.296 -0.9 0.3 -0.9 -0.41
P 2.848 3.850 3.377 -0.3 0.3 0.0 0.82
C 4.058 4.225 4.675 0.1 0.1 -0.2 -1.00
C 3.865 3.667 6.090 -0.2 -0.3 0.6 -0.97
C 4.446 2.261 6.303 0.9 0.1 -0.3 0.23
C 5.985 2.298 6.312 0.0 -0.2 0.0 -1.42
C 3.637 4.491 1.854 -0.5 0.1 0.3 -0.94
C 3.833 6.011 1.834 1.5 0.1 0.8 -0.84
C 4.859 6.429 0.775 -0.3 0.9 -1.1 -0.60
C 4.996 7.969 0.659 -0.6 -0.3 -0.1 -1.23
C 1.304 4.774 3.818 0.6 -0.4 -0.2 -1.30
C -0.079 4.370 3.279 1.0 -0.6 -0.4 -0.76
C -0.610 3.054 3.862 0.4 0.8 1.2 0.26
C -2.087 2.869 3.674 -0.7 -0.6 -1.1 -1.54
H 3.215 -0.657 4.712 0.2 0.2 0.1 0.27
H 4.920 -0.777 4.151 0.0 0.1 0.2 0.30
H 3.763 -2.031 3.807 -0.1 0.0 -0.2 0.43
H 2.534 -0.367 2.207 -0.2 0.0 0.4 0.04
H 4.170 -0.644 1.809 0.1 0.0 0.1 0.39
H 4.117 1.736 1.676 -0.5 -0.3 -0.3 0.53
H 4.774 1.471 3.223 0.1 -0.4 0.1 0.36
H 2.344 1.800 4.303 0.7 -0.5 0.1 0.61
H 1.837 1.757 2.682 -0.2 0.5 -0.1 -0.06
H 4.178 5.310 4.685 -0.1 0.0 0.0 0.49
H 4.986 3.851 4.231 0.1 0.0 0.2 0.55
H 2.838 3.711 6.466 -0.2 -0.1 -0.5 0.30
H 4.364 4.323 6.807 0.2 0.1 -0.2 0.56
H 4.210 1.574 5.486 -0.4 0.1 0.1 -0.37
H 4.067 1.818 7.222 0.0 0.1 0.1 0.46
H 6.430 2.907 7.099 -0.3 0.1 0.1 0.40
H 6.354 2.680 5.358 0.1 0.0 0.0 0.32
H 6.403 1.297 6.423 -0.1 0.0 0.0 0.39
H 3.134 4.170 0.940 -0.2 -0.2 0.1 0.66
H 4.601 3.976 1.897 0.1 0.2 -0.2 0.61
H 4.269 6.315 2.792 -0.2 0.1 0.1 0.28
H 2.924 6.600 1.726 -0.2 -0.3 -0.2 0.44
H 4.484 6.045 -0.179 0.2 0.0 -0.1 0.34
H 5.878 6.062 0.898 -0.3 -0.6 0.4 0.41
H 4.040 8.397 0.970 0.2 0.4 0.2 0.33
H 5.149 8.321 -0.360 0.1 -0.3 -0.1 0.37
H 5.825 8.360 1.244 -0.2 0.0 0.3 0.31
H 1.559 5.783 3.483 0.0 0.1 0.1 0.49
H 1.316 4.794 4.910 -0.1 0.0 0.0 0.69
H -0.001 4.234 2.195 -0.2 0.3 -0.1 0.27
H -0.700 5.242 3.474 -0.4 -0.3 0.0 0.53
H -0.443 3.090 4.948 0.0 0.0 0.0 0.31
H -0.003 2.202 3.554 -0.3 0.0 -0.4 0.00
H -2.416 1.913 4.085 -0.1 0.3 0.5 0.42
H -2.393 2.776 2.625 0.3 0.2 -0.1 0.20
H -2.650 3.719 4.056 0.0 -0.2 0.4 0.43
C -0.877 0.421 -0.001 -0.1 -0.9 0.3 0.52
F -0.510 1.200 -1.018 -0.4 0.2 0.2 -0.23
F 0.220 0.164 0.726 -0.3 -0.1 -0.2 -0.23
F -1.753 1.025 0.813 0.2 0.3 -0.5 -0.22
S -1.659 -1.165 -0.657 -0.7 -0.4 0.2 1.31
O -2.711 -0.759 -1.614 0.9 0.2 0.6 -1.08
O -0.518 -1.827 -1.266 -0.2 0.1 -0.1 -0.97
O -2.228 -1.841 0.503 0.6 0.5 -0.4 -0.76
```
Forces are in eV/Å.

---

No. 2
The following is a DFT calculation (wB97M-V/def2-TZVPD) of 8 unconnected molecules or ions with the total composition C32H79N3O13 in a non-equilibrium geometry.

## Properties
**Energy above the lowest of the compared OMol25 structures with the same formula, charge and spin**: 31.3 kcal/mol
**SMILES**: CC1(C)CCCC(C)(C)N1O.CC1(C)CCCC(C)(C)N1O.COC[C@H](C)N.OCCO.OCCO.OCCO.OCCO.OCCO
**Max |F|**: 2.95 eV/Å
**Orbital gap**: 0.32063 Eh
**Calculated total energy**: -65547.2940 eV
**E_HOMO**: -8.33 eV

XYZ file:
```
127
Properties=species:S:1:pos:R:3:forces:R:3:mulliken_charge:R:1
C -1.789 3.784 3.342 -1.0 -0.6 0.2 -2.00
C -0.813 4.858 2.907 1.5 -0.6 -0.4 2.06
C 0.279 5.071 3.975 0.2 -0.6 0.7 -1.85
C -0.136 4.388 1.622 0.6 -0.2 -0.8 -1.23
C 0.724 5.466 0.995 0.0 0.4 -0.4 -0.57
C -0.065 6.743 0.727 0.7 0.3 -0.2 -1.47
C -0.879 7.252 1.941 -0.4 -1.6 -0.8 1.94
C 0.031 8.051 2.853 -0.2 0.8 0.5 -1.83
C -2.020 8.092 1.391 0.2 2.0 0.3 -1.99
N -1.550 6.069 2.544 -0.5 -0.3 -0.2 0.13
O -2.328 6.472 3.666 0.3 0.4 0.2 -0.50
H -1.398 2.831 3.711 0.8 0.4 0.0 0.38
H -2.430 4.142 4.147 -0.1 0.1 -0.1 0.46
H -2.396 3.437 2.499 -0.3 0.5 0.0 0.36
H -0.055 5.854 4.655 0.3 -0.1 0.2 0.32
H 0.472 4.135 4.517 -0.7 0.1 0.2 0.44
H 1.309 5.240 3.650 -0.4 0.7 -0.6 0.31
H 0.532 3.527 1.726 -0.2 -0.2 0.8 0.36
H -0.873 4.034 0.889 -0.2 0.3 0.1 0.36
H 1.597 5.747 1.590 -0.1 -0.3 0.3 0.48
H 1.152 5.075 0.066 -0.1 0.1 -0.1 0.29
H -0.654 6.658 -0.189 -0.4 -0.2 0.3 0.35
H 0.675 7.519 0.497 -0.2 0.1 0.0 0.40
H 0.301 8.990 2.361 -0.2 0.0 0.0 0.47
H 0.986 7.601 3.119 -0.2 -0.4 0.0 0.33
H -0.511 8.310 3.768 0.2 0.0 0.0 0.37
H -2.592 7.684 0.563 0.2 -0.4 0.0 0.39
H -1.564 9.042 1.070 -0.1 -0.2 -0.4 0.41
H -2.729 8.461 2.140 0.1 -0.4 0.2 0.46
H -3.228 6.514 3.327 0.0 -0.1 0.0 0.36
C -0.240 -2.756 1.560 0.9 -0.4 -0.7 -0.89
C 0.209 -4.178 1.973 -2.3 0.3 1.8 1.84
C -0.910 -4.667 2.932 -0.7 -0.4 -0.4 -1.90
C 0.221 -5.170 0.819 1.3 0.7 -0.9 -0.60
C 1.558 -5.100 0.043 -0.1 -0.4 -0.1 0.28
C 2.753 -5.116 0.983 -0.4 -0.7 0.6 -1.71
C 2.734 -4.122 2.170 0.7 -0.4 -1.3 1.76
C 3.825 -4.615 3.112 -0.1 -0.1 1.0 -2.01
C 3.083 -2.731 1.584 -1.1 0.0 1.0 -1.66
N 1.425 -4.236 2.793 0.7 -1.2 -0.8 0.31
O 1.349 -3.431 3.935 -0.2 0.7 0.2 -0.46
H 0.356 -2.494 0.677 0.1 0.6 0.3 -0.26
H -1.278 -2.683 1.236 -0.1 -0.4 0.2 -0.16
H -0.092 -2.070 2.391 0.2 0.2 -0.2 0.57
H -1.045 -4.073 3.834 0.2 0.2 -0.1 0.45
H -1.863 -4.621 2.391 0.1 0.0 0.0 0.13
H -0.796 -5.716 3.220 0.3 0.1 0.0 0.52
H -0.003 -6.172 1.179 0.2 -0.1 0.0 0.63
H -0.501 -4.889 0.049 -0.6 -0.1 0.5 -0.36
H 1.626 -6.006 -0.569 0.0 0.1 -0.1 0.67
H 1.525 -4.275 -0.677 0.3 0.2 0.3 -0.72
H 3.739 -5.051 0.521 -0.1 0.1 -0.3 0.39
H 2.681 -6.127 1.408 0.3 0.1 0.2 0.49
H 4.826 -4.357 2.768 -0.1 0.0 -0.2 0.36
H 3.790 -5.699 3.256 -0.1 0.0 -0.2 0.42
H 3.709 -4.210 4.121 0.1 0.3 -0.2 0.40
H 2.617 -1.989 2.241 0.1 0.2 -0.2 0.39
H 2.623 -2.660 0.601 0.3 0.3 -0.1 0.04
H 4.148 -2.521 1.557 0.1 -0.3 -0.2 0.56
H 1.188 -4.052 4.653 0.0 0.0 0.0 0.38
C 3.857 1.867 1.113 -0.5 0.9 -0.4 -0.56
O 3.923 1.222 -0.140 0.3 -0.3 0.3 -0.21
C 4.741 0.067 -0.083 0.5 -0.3 0.4 -0.35
C 4.649 -0.667 -1.407 -0.3 0.2 -0.5 0.40
C 5.217 0.174 -2.549 0.4 -0.1 0.1 -1.65
N 3.230 -1.049 -1.638 0.0 0.7 0.0 -0.36
H 3.405 1.248 1.892 0.1 -0.1 0.0 0.30
H 3.217 2.733 0.923 -0.1 0.0 0.3 0.00
H 4.813 2.280 1.456 0.2 -0.4 -0.1 0.32
H 5.765 0.356 0.194 0.1 0.0 -0.3 0.52
H 4.418 -0.594 0.731 -0.3 0.1 -0.1 0.01
H 5.242 -1.586 -1.430 0.0 0.0 0.6 0.28
H 6.249 0.455 -2.319 0.0 -0.1 0.0 0.43
H 4.676 1.104 -2.713 -0.2 -0.1 -0.1 0.29
H 5.268 -0.439 -3.450 -0.2 0.2 -0.2 0.42
H 2.880 -0.454 -2.388 0.0 -0.3 -0.1 0.26
H 2.716 -0.658 -0.849 -0.2 -0.3 0.0 0.04
O -0.393 0.457 0.421 0.0 0.2 -0.1 -0.16
C -1.760 0.829 0.276 0.4 -0.3 0.2 0.18
C -2.649 -0.393 0.224 -1.0 1.0 -1.8 -0.91
O -2.341 -1.144 -0.962 0.7 -0.4 0.6 0.11
H 0.110 1.030 -0.172 0.1 -0.2 -0.1 0.06
H -2.061 1.524 1.066 -0.1 -0.1 0.1 -0.13
H -1.910 1.322 -0.689 0.1 0.1 0.0 0.26
H -3.599 0.049 -0.098 -0.4 -0.3 0.8 0.44
H -2.783 -1.021 1.100 0.3 0.1 0.2 0.29
H -1.395 -1.347 -0.906 -0.1 -0.1 -0.1 -0.06
O -1.949 -2.075 -4.519 0.2 0.1 -0.3 -0.63
C -2.841 -1.097 -4.041 -0.6 0.4 0.8 0.70
C -3.444 -0.335 -5.187 0.7 -0.3 -1.0 -0.78
O -4.443 -1.116 -5.852 0.0 0.3 0.3 -0.57
H -1.326 -2.335 -3.828 -0.2 0.0 0.2 0.16
H -3.674 -1.560 -3.488 0.1 -0.1 -0.1 0.08
H -2.412 -0.394 -3.314 0.4 -0.2 -0.3 -0.24
H -2.676 -0.126 -5.946 0.3 0.0 0.3 0.35
H -3.783 0.653 -4.881 -0.7 -0.3 0.1 0.36
H -3.986 -1.948 -6.026 -0.2 0.0 -0.1 0.34
O -3.167 -3.943 -1.132 0.2 0.3 -0.2 -0.29
C -4.216 -4.277 -0.271 -0.4 -1.8 0.1 -0.25
C -5.543 -3.681 -0.614 -1.0 1.7 0.9 -0.74
O -5.577 -2.325 -0.068 0.2 -0.4 -0.3 -0.47
H -3.184 -2.991 -1.312 0.2 0.1 0.3 0.04
H -4.377 -5.365 -0.323 0.3 0.1 -0.5 0.42
H -3.948 -4.192 0.789 -0.1 0.8 0.0 0.06
H -6.379 -4.216 -0.147 0.3 -0.3 0.1 0.42
H -5.782 -3.614 -1.679 0.5 -0.3 -0.1 0.34
H -6.476 -1.995 -0.152 0.0 0.0 -0.1 0.27
O -1.616 -5.726 -2.717 0.5 0.1 0.1 -0.50
C -0.729 -5.292 -3.712 -0.3 0.3 -1.4 -0.40
C 0.300 -4.274 -3.245 0.9 -0.7 0.4 -0.34
O -0.343 -3.294 -2.424 -0.1 0.2 -0.4 0.41
H -1.901 -4.934 -2.226 -0.3 -0.2 0.0 0.28
H -0.245 -6.139 -4.214 0.2 -0.2 0.7 0.46
H -1.264 -4.866 -4.583 -0.3 0.3 0.5 0.20
H 0.848 -3.839 -4.090 -0.5 0.3 -0.1 0.33
H 1.116 -4.747 -2.685 -0.4 -0.1 0.2 0.37
H 0.140 -3.190 -1.600 0.1 0.0 0.0 -0.42
O -0.877 3.527 -3.705 -0.5 -0.4 0.1 -0.55
C 0.300 3.802 -2.981 0.7 -0.2 -0.8 -0.27
C 1.169 2.545 -3.029 -0.8 0.8 1.1 -0.49
O 0.561 1.451 -2.337 0.0 0.0 -0.4 -0.15
H -1.301 4.307 -4.066 0.1 0.2 0.2 0.29
H 0.884 4.572 -3.501 0.0 0.1 0.2 0.49
H 0.150 4.113 -1.943 -0.4 0.0 0.0 -0.03
H 2.029 2.828 -2.415 0.4 -0.5 -0.6 0.26
H 1.344 2.321 -4.083 0.5 -0.2 0.2 0.36
H -0.169 1.141 -2.890 0.0 0.0 0.2 0.08
```
Forces are in eV/Å.

---

Number 1: LUMO -5.414 eV. Number 2: LUMO 0.392 eV.